# 1
# C50H52N9O5OsP

A structure of composition C50H52N9O5OsP in a non-equilibrium geometry (ωB97M-V/def2-TZVPD, OMol25).

```
! wB97M-V def2-TZVPD RIJCOSX def2/J DEFGRID3
* xyz 2 1
Os -0.823 -0.184 0.558
C 4.624 1.047 1.947
N 3.219 0.610 1.931
C 2.279 0.776 1.006
N 1.153 0.206 1.422
C 1.489 -0.325 2.638
N 2.727 -0.094 2.968
C 5.452 0.273 0.954
C 6.229 -0.819 1.319
C 6.972 -1.496 0.359
C 6.926 -1.113 -0.973
C 6.119 -0.042 -1.341
C 5.403 0.652 -0.375
C 5.970 0.406 -2.721
N 6.788 0.374 -3.715
N 6.172 1.037 -4.759
C 5.018 1.414 -4.330
O 4.817 1.041 -3.043
C 3.956 2.179 -4.978
C 4.250 3.230 -5.836
C 3.213 4.015 -6.317
C 1.900 3.738 -5.967
C 1.602 2.653 -5.149
C 0.155 2.326 -4.851
N -0.027 1.464 -3.686
C -0.093 1.771 -2.395
N -0.206 0.653 -1.680
C -0.176 -0.336 -2.627
N -0.069 0.124 -3.842
C 2.636 1.882 -4.648
H 4.966 0.879 2.964
H 4.658 2.111 1.717
H 2.415 1.296 0.073
H 0.816 -0.890 3.255
H 6.262 -1.138 2.354
H 7.586 -2.337 0.653
H 7.498 -1.636 -1.729
H 4.824 1.518 -0.675
H 5.279 3.431 -6.100
H 3.430 4.855 -6.962
H 1.101 4.369 -6.340
H -0.266 1.776 -5.692
H -0.419 3.240 -4.707
H -0.067 2.779 -2.018
H -0.220 -1.382 -2.395
H 2.440 1.027 -4.012
C -3.865 1.125 -1.652
C -3.958 -0.389 -1.441
C -3.465 -1.147 -2.671
P -3.044 -0.859 0.089
C -3.411 -2.645 0.408
C -4.799 -3.109 -0.040
C -3.216 -2.959 1.897
C -3.921 0.094 1.366
C -5.270 0.027 1.620
C -5.871 0.841 2.596
C -7.334 0.743 2.882
C -5.062 1.759 3.286
C -3.721 1.863 3.031
C -3.110 1.018 2.073
N -1.785 1.094 1.763
C -1.012 2.155 2.362
C -0.794 3.321 1.620
C -1.370 3.462 0.236
C -0.107 4.371 2.210
C 0.378 4.288 3.512
C 1.089 5.446 4.153
C 0.143 3.118 4.221
C -0.557 2.049 3.679
C -0.872 0.853 4.546
H -4.423 1.406 -2.545
H -2.824 1.425 -1.793
H -4.276 1.678 -0.806
H -4.998 -0.656 -1.236
H -2.457 -0.839 -2.935
H -4.113 -0.923 -3.519
H -3.465 -2.228 -2.526
H -2.651 -3.173 -0.178
H -5.578 -2.660 0.576
H -4.865 -4.188 0.099
H -5.009 -2.898 -1.087
H -4.005 -2.494 2.491
H -2.251 -2.628 2.270
H -3.271 -4.037 2.051
H -5.898 -0.648 1.055
H -7.801 -0.047 2.299
H -7.834 1.687 2.656
H -7.502 0.539 3.941
H -5.512 2.406 4.029
H -3.116 2.588 3.560
H -2.447 3.645 0.288
H -1.225 2.546 -0.333
H -0.912 4.297 -0.292
H 0.033 5.288 1.648
H 1.384 6.192 3.418
H 1.972 5.114 4.698
H 0.429 5.931 4.875
H 0.494 3.043 5.246
H 0.034 0.473 5.018
H -1.343 0.043 3.990
H -1.548 1.149 5.350
O -0.186 -2.290 1.670
C -0.017 -2.720 0.497
O -0.190 -1.891 -0.461
C 0.310 -4.117 0.208
C 0.063 -4.623 -1.063
C 0.294 -5.964 -1.363
C 0.825 -6.737 -0.357
O 1.159 -8.042 -0.399
C 1.668 -8.383 0.895
O 1.617 -7.203 1.696
C 1.091 -6.226 0.914
C 0.820 -4.929 1.240
H -0.324 -3.964 -1.828
H 0.071 -6.382 -2.334
H 2.695 -8.737 0.805
H 1.053 -9.166 1.339
H 0.985 -4.535 2.233
*
```

Results
- Kohn-Sham gap (spin up / spin down): 4.59 / 4.61 eV
- E_LUMO (spin up / spin down): -7.802 / -7.775 eV
- HOMO (spin up / spin down): -12.39 / -12.39 eV

Here are the Mulliken charges for atoms 1 to 2, given in e: 3.29 -1.57

---

# 2
# C50H53F3Ge2N2O2PtS4Te

A structure of composition C50H53F3Ge2N2O2PtS4Te in a non-equilibrium geometry (ωB97M-V/def2-TZVPD, OMol25).

```
! wB97M-V def2-TZVPD RIJCOSX def2/J DEFGRID3
* xyz -2 5
Pt 13.123 12.222 14.603
N 14.228 13.194 16.523
N 15.429 12.488 16.729
C 16.024 11.836 15.593
O 17.185 11.455 15.708
O 15.194 11.687 14.550
H 14.341 14.154 16.148
H 13.552 13.119 17.284
H 16.063 12.821 17.458
C 8.124 14.270 11.578
C 9.350 15.035 11.083
C 9.771 14.934 9.753
C 10.929 15.567 9.298
C 11.387 15.427 7.863
C 11.661 16.352 10.214
C 11.234 16.509 11.556
C 11.967 17.445 12.512
C 10.079 15.836 11.978
C 12.878 17.062 9.723
C 12.685 18.381 9.302
C 13.741 19.146 8.811
C 14.994 18.542 8.782
C 15.192 17.214 9.222
C 14.143 16.435 9.724
Ge 14.462 14.567 10.378
S 14.743 15.962 14.255
S 16.219 13.563 9.670
Ge 13.899 11.272 11.152
S 12.685 10.535 12.907
S 12.738 13.079 10.191
C 13.671 9.761 9.785
C 12.612 9.562 8.881
C 12.636 8.469 8.003
C 13.661 7.526 8.013
C 14.697 7.706 8.924
C 14.678 8.806 9.799
C 15.794 8.973 10.774
C 15.730 8.343 12.040
C 14.552 7.463 12.416
C 16.748 8.595 12.955
C 17.834 9.430 12.646
C 18.876 9.727 13.699
C 17.923 9.953 11.350
C 16.921 9.733 10.397
C 17.075 10.303 8.995
C 11.397 10.424 8.770
C 11.349 11.391 7.731
C 12.591 11.710 6.927
C 10.129 12.021 7.452
C 8.973 11.732 8.200
C 7.639 12.374 7.850
C 9.059 10.828 9.259
C 10.260 10.155 9.563
C 10.279 9.152 10.700
C 16.578 16.667 9.132
C 17.021 16.113 7.920
C 16.075 15.955 6.744
C 18.320 15.611 7.862
C 19.150 15.602 8.996
C 20.478 14.871 8.980
C 18.708 16.217 10.165
C 17.422 16.772 10.254
C 16.940 17.419 11.544
H 7.423 14.138 10.752
H 7.627 14.845 12.367
H 8.392 13.300 11.983
H 9.197 14.352 9.051
H 10.569 15.005 7.280
H 12.265 14.780 7.773
H 11.642 16.407 7.450
H 13.048 17.447 12.387
H 11.762 17.138 13.535
H 11.619 18.471 12.410
H 9.719 15.973 12.989
H 11.677 18.778 9.378
H 13.596 20.175 8.491
H 15.871 19.073 8.443
H 11.815 8.360 7.314
H 13.674 6.701 7.308
H 15.543 7.028 8.991
H 14.274 6.844 11.569
H 13.693 8.065 12.718
H 14.857 6.822 13.239
H 16.685 8.166 13.945
H 19.195 8.787 14.153
H 18.497 10.371 14.501
H 19.749 10.185 13.242
H 18.780 10.561 11.093
H 18.136 10.271 8.751
H 16.747 11.330 8.958
H 16.546 9.724 8.237
H 13.470 11.875 7.564
H 12.437 12.596 6.325
H 12.835 10.886 6.255
H 10.070 12.720 6.628
H 7.791 13.275 7.260
H 7.085 12.626 8.760
H 7.037 11.681 7.254
H 8.175 10.618 9.856
H 9.243 8.939 10.955
H 10.796 9.526 11.585
H 10.744 8.214 10.396
H 15.442 16.834 6.631
H 15.430 15.084 6.852
H 16.674 15.846 5.840
H 18.687 15.190 6.930
H 20.891 14.854 7.967
H 20.386 13.829 9.313
H 21.190 15.366 9.625
H 19.353 16.222 11.034
H 17.816 17.611 12.155
H 16.260 16.794 12.133
H 16.476 18.375 11.330
Te 14.211 14.095 13.053
F 11.068 14.217 14.344
C 11.256 12.977 14.998
F 11.096 13.243 16.354
F 10.150 12.241 14.624
*
```

Results
- Relative energy (zero: lowest compared OMol25 entry of this formula, charge and spin): 0.0 kJ/mol
- Kohn-Sham gap (spin up / spin down): 4.85 / 5.63 eV
- E_LUMO (spin up / spin down): 4.091 / 3.069 eV
- HOMO (spin up / spin down): -0.76 / -2.56 eV

Here are the Mulliken charges for atoms 1 to 2, given in e: 2.13 -0.60